This record from the Open Molecules 2025 dataset describes a 2-piece molecular cluster, C8H17FN2O2 overall. The level of theory is ωB97M-V/def2-TZVPD.

Last column: natural (NBO) charge in e.
CARTESIAN COORDINATES (ANGSTROEM)
F  -2.14  -1.15  1.50  -0.345
O  3.43  -1.45  1.01  -0.290
O  2.43  -0.07  -1.14  -0.721
N  -3.78  -0.85  -0.87  -0.663
N  0.66  0.78  0.10  -0.436
C  1.11  0.56  1.55  -0.431
C  -1.58  0.28  -0.80  -0.439
C  1.28  0.62  -1.06  0.321
C  -0.70  1.36  -0.08  -0.207
C  -3.05  -0.16  1.36  0.033
C  5.19  -0.50  -0.56  -0.788
C  4.02  -0.95  0.14  0.949
C  -3.04  0.23  -0.11  -0.084
H  5.86  -1.30  -0.75  0.327
H  0.17  0.67  2.16  0.236
H  -1.66  0.44  -1.90  0.245
H  1.99  1.13  1.77  0.228
H  5.58  0.32  0.08  0.335
H  4.95  -0.06  -1.51  0.311
H  1.44  -0.50  1.47  0.214
H  -4.76  -0.97  -0.63  0.454
H  2.55  -0.45  -1.97  0.524
H  -3.28  -1.74  -0.63  0.443
H  -0.68  2.33  -0.73  0.260
H  -1.06  1.61  0.92  0.206
H  -0.99  -0.56  -0.63  0.233
H  -3.98  -0.57  1.71  0.198
H  -2.81  0.65  1.94  0.198
H  -3.54  1.13  -0.51  0.251
H  -3.60  -0.82  -1.82  0.438

LUMO energy (spin up / spin down) in eV: -7.2 / -7.2
M in g/mol: 192.23
Multiplicity: 1
Frontier orbital gap (spin up / spin down) in eV: 7.61 / 7.61
E_HOMO (spin up / spin down) in eV: -14.76 / -14.76
Total charge: +2

***

This record from the Open Molecules 2025 dataset describes C16H20IrN8O5 as an isolated structure. The level of theory is ωB97M-V/def2-TZVPD.

Last column: natural (NBO) charge in e.
CARTESIAN COORDINATES (ANGSTROEM)
Ir  0.25  0.42  0.00  1.189
O  -3.48  1.98  0.78  -0.505
O  -2.18  1.02  3.16  -0.496
O  -0.93  -1.23  -3.94  -0.417
O  -1.94  -0.48  -2.19  -0.346
O  0.48  -1.31  0.96  -0.823
N  2.45  -1.01  -1.80  -0.423
N  -0.94  -0.81  -2.79  0.645
N  1.53  -1.75  -3.76  -0.758
N  -0.63  2.01  -1.27  -0.457
N  0.25  -0.63  -2.08  -0.508
N  1.02  1.05  1.72  -0.341
N  2.26  -0.52  -0.50  -0.627
N  -1.34  1.09  0.98  -0.644
C  -2.41  1.67  0.32  0.637
C  2.32  1.20  1.99  0.036
C  -0.63  -2.06  1.47  0.095
C  -2.87  2.45  -2.02  -0.189
C  0.59  0.93  4.08  -0.186
C  -1.03  2.79  -3.49  -0.243
C  -1.35  -2.82  0.38  -0.634
C  1.37  -1.15  -2.59  0.634
C  1.94  1.04  4.34  -0.122
C  0.17  0.95  2.76  0.139
C  -0.19  2.39  -2.47  0.048
C  -1.28  0.97  2.36  0.637
C  -1.96  2.06  -1.05  0.142
C  2.81  1.20  3.27  -0.225
C  -2.40  2.81  -3.27  -0.122
C  -0.05  -2.98  2.53  -0.614
H  0.72  -1.86  -4.35  0.460
H  3.87  1.34  3.43  0.245
H  -2.20  -3.36  0.80  0.227
H  -1.72  -2.15  -0.39  0.211
H  0.64  -3.69  2.08  0.205
H  3.31  -1.48  -2.03  0.405
H  2.97  1.39  1.14  0.202
H  3.11  -0.06  -0.20  0.393
H  -0.68  -3.55  -0.09  0.200
H  0.48  -2.41  3.29  0.209
H  0.89  2.38  -2.60  0.210
H  -0.61  3.09  -4.44  0.242
H  -0.85  -3.54  3.02  0.223
H  -1.35  -1.40  1.96  0.167
H  -3.92  2.45  -1.76  0.264
H  2.00  -1.29  0.14  0.448
H  2.43  -2.12  -4.03  0.415
H  2.31  1.02  5.36  0.244
H  -3.08  3.08  -4.06  0.240
H  -0.17  0.84  4.85  0.268

LUMO energy in eV: -3.3
M in g/mol: 596.60
Multiplicity: 1
Frontier orbital gap in eV: 8.25
E_HOMO in eV: -11.57
Total charge: +1

***

This record from the Open Molecules 2025 dataset describes an isolated ion of composition C3H9N2O and charge +1. The level of theory is ωB97M-V/def2-TZVPD.

Last column: natural (NBO) charge in e.
CARTESIAN COORDINATES (ANGSTROEM)
O  0.61  -1.48  0.16  -0.477
N  -1.78  -0.78  0.16  -0.823
N  0.88  -0.13  0.05  0.073
C  0.02  0.81  0.01  0.154
C  -1.37  0.56  -0.30  -0.323
C  2.27  0.08  0.01  -0.416
H  2.69  -0.61  0.74  0.261
H  0.42  1.83  0.24  0.259
H  -2.70  -1.04  -0.10  0.409
H  -1.46  0.66  -1.42  0.271
H  2.43  1.13  0.00  0.234
H  -2.02  -0.59  1.14  0.383
H  -0.36  -1.51  0.23  0.498
H  2.45  -0.37  -0.95  0.249
H  -2.08  1.43  0.02  0.250

LUMO energy in eV: -4.5
M in g/mol: 89.12
Multiplicity: 1
Frontier orbital gap in eV: 10.82
E_HOMO in eV: -15.36
Total charge: +1
Structure (SMILES): C/[N+](O)=C/CN

***

This record from the Open Molecules 2025 dataset describes one molecule with the formula C4H7N3. The level of theory is ωB97M-V/def2-TZVPD.

Last column: natural (NBO) charge in e.
CARTESIAN COORDINATES (ANGSTROEM)
N  1.00  0.09  2.00  -0.520
N  2.62  -0.58  -1.02  -0.667
N  0.23  -0.35  -1.14  -0.588
C  -1.70  0.81  0.00  -0.636
C  -0.64  -0.30  0.02  -0.125
C  1.47  -0.37  -0.54  0.363
C  0.80  -0.13  0.78  0.213
H  -2.38  0.71  -0.86  0.223
H  -2.34  0.82  0.90  0.216
H  3.32  -0.49  -0.29  0.354
H  -1.22  1.79  -0.09  0.220
H  -0.03  0.04  2.02  0.361
H  0.02  -0.76  -2.03  0.401
H  -1.15  -1.27  0.24  0.185

LUMO energy in eV: 0.6
M in g/mol: 97.12
Multiplicity: 1
Frontier orbital gap in eV: 10.02
E_HOMO in eV: -9.44
Structure (SMILES): [H]/N=C1/N[C@H](C)/C1=N\[H]

***

This record from the Open Molecules 2025 dataset describes one molecule with the formula C6H10. The level of theory is ωB97M-V/def2-TZVPD.

Last column: natural (NBO) charge in e.
CARTESIAN COORDINATES (ANGSTROEM)
C  1.34  -1.06  2.61  -0.665
C  -0.94  1.20  -1.17  -0.168
C  -1.15  1.05  -2.63  -0.652
C  -0.19  -0.10  0.83  -0.247
C  0.72  -0.98  1.28  -0.141
C  -0.52  0.09  -0.55  -0.213
H  1.11  -1.78  0.62  0.176
H  -1.06  0.06  -2.99  0.208
H  1.44  -0.08  3.16  0.220
H  -0.93  2.22  -0.90  0.206
H  -0.60  0.38  1.67  0.205
H  -0.40  1.42  -3.26  0.214
H  1.17  -2.00  3.23  0.226
H  -1.95  1.56  -3.12  0.214
H  -0.40  -0.79  -1.11  0.194
H  2.37  -1.19  2.34  0.222

LUMO energy in eV: 1.2
M in g/mol: 82.15
Multiplicity: 1
Frontier orbital gap in eV: 9.42
E_HOMO in eV: -8.19
Structure (SMILES): C/C=C/C=C/C

***

This record from the Open Molecules 2025 dataset describes C45H72BBr3ClFI2N15O2S as an isolated structure. The level of theory is ωB97M-V/def2-TZVPD.

Last column: Mulliken charge in e.
CARTESIAN COORDINATES (ANGSTROEM)
I  1.08  -2.17  1.54  0.252
I  2.17  -1.12  4.22  0.327
Br  2.32  2.41  3.21  0.009
Br  3.61  5.84  -3.70  -0.151
Br  5.09  3.24  -2.56  -0.141
Cl  -2.20  3.61  1.51  -0.214
S  1.07  -2.45  -2.53  -0.255
F  2.88  4.32  0.35  -0.558
O  0.08  0.43  1.50  -0.122
O  1.69  0.44  -3.96  -0.834
N  9.50  2.67  -1.80  -0.357
N  -4.78  2.71  -3.63  -0.551
N  -2.35  -3.59  7.01  -0.397
N  0.79  2.65  -3.78  -0.640
N  -1.17  -2.72  -3.20  -0.423
N  -6.93  -5.00  -4.94  -0.420
N  6.64  2.87  4.34  -0.401
N  0.28  -0.33  -0.95  -0.642
N  -5.56  -0.90  -0.62  -0.479
N  -6.16  -6.09  0.90  -0.402
N  1.20  0.99  0.89  1.850
N  2.58  2.71  -1.07  0.970
N  -3.95  -9.17  -7.07  -0.417
N  8.80  1.43  1.60  -0.505
N  -10.06  4.77  -4.41  -0.347
C  -6.63  -5.82  1.92  0.398
C  5.98  0.79  5.75  -0.662
C  8.74  1.15  -3.77  -0.745
C  -5.16  -6.79  -5.59  -0.607
C  0.67  -1.27  -1.65  0.506
C  -7.85  3.49  -4.91  -0.648
C  -9.08  4.20  -4.63  0.297
C  2.88  2.87  0.35  1.674
C  -1.51  -3.71  7.78  0.407
C  6.35  1.95  4.97  0.450
C  0.94  0.90  -0.66  0.715
C  1.67  2.38  1.31  0.762
C  -0.44  -3.85  8.75  -0.808
C  -0.31  1.87  -0.99  1.086
C  -4.33  -9.98  -6.36  0.430
C  3.14  -0.45  2.34  -0.136
C  -0.54  4.12  2.10  0.024
C  -7.22  -5.49  3.21  -0.783
C  -2.24  -2.91  -3.57  0.431
C  0.73  3.64  1.36  -0.898
C  -4.88  2.42  -2.52  0.486
C  -4.80  -11.03  -5.46  -0.813
C  8.93  4.03  1.66  -0.856
C  3.33  0.52  -1.87  -2.227
C  2.05  1.42  -1.59  1.357
C  9.17  2.00  -2.67  0.379
C  -1.46  1.26  -1.82  -2.359
C  4.10  -1.66  1.97  -0.965
C  -0.84  1.04  2.39  1.478
C  -5.84  -2.00  -0.79  0.503
C  2.20  -0.22  1.13  -1.301
C  4.35  2.78  0.82  -1.721
C  2.70  4.70  -2.48  0.103
C  3.23  3.58  -1.95  -0.335
C  -6.15  -5.80  -5.23  0.274
C  -3.60  -3.14  -4.01  -0.865
C  5.23  1.54  1.03  -0.621
C  -1.46  0.12  3.49  -1.470
C  8.85  2.58  1.65  0.509
C  1.31  5.16  -2.14  -0.678
C  -0.53  4.23  3.65  -1.200
C  -1.20  -0.65  5.88  -1.578
C  -5.00  2.05  -1.12  -0.007
C  -1.06  0.58  4.93  0.198
C  -6.20  -3.40  -1.01  -0.950
B  1.54  1.54  -3.14  0.770
H  8.95  0.10  -3.57  0.276
H  -7.92  2.44  -4.62  0.240
H  -0.27  -4.90  9.00  0.323
H  -8.02  -6.18  3.46  0.275
H  4.12  0.83  -1.18  0.433
H  -0.67  -3.32  9.68  0.272
H  3.78  0.71  -2.85  0.590
H  -1.76  1.34  5.31  0.326
H  -5.99  2.31  -0.73  0.363
H  -4.21  -2.24  -3.90  0.305
H  -5.40  -7.76  -5.17  0.050
H  -0.42  1.86  2.98  -1.169
H  8.05  4.47  1.19  0.194
H  5.14  -1.35  2.11  0.286
H  -3.64  -3.43  -5.06  0.316
H  -0.18  2.40  -3.92  0.256
H  -2.16  -0.66  6.40  0.378
H  6.23  1.66  0.60  0.211
H  3.84  0.27  2.74  0.189
H  7.67  1.23  -3.95  0.173
H  5.33  1.06  6.58  0.272
H  -7.64  -4.49  3.20  0.275
H  -0.29  3.30  4.17  0.064
H  -3.98  -11.63  -5.09  0.280
H  9.00  4.41  2.67  0.358
H  -0.41  -0.66  6.65  0.359
H  -6.69  -3.54  -1.98  0.255
H  -4.26  2.57  -0.51  -0.133
H  0.50  -3.45  8.37  0.237
H  -7.01  3.92  -4.37  0.165
H  -2.11  2.12  -2.08  0.526
H  -1.16  0.81  -2.77  0.160
H  3.20  -0.56  -1.77  0.125
H  -1.72  1.34  1.81  0.023
H  9.25  1.41  -4.70  0.293
H  -6.48  -5.53  4.00  0.269
H  0.01  2.86  -1.33  0.012
H  -4.86  0.98  -0.98  0.069
H  -2.55  0.26  3.49  0.390
H  3.96  -2.51  2.64  0.370
H  -7.60  3.52  -5.97  0.281
H  -4.17  -6.52  -5.23  0.327
H  1.07  0.49  -4.69  0.338
H  -2.10  0.60  -1.22  0.440
H  0.52  4.51  -2.50  0.081
H  -5.51  -11.69  -5.96  0.275
H  4.91  3.38  0.09  0.610
H  -1.12  -1.60  5.34  0.377
H  -0.62  5.18  1.83  0.673
H  -1.31  -0.95  3.34  0.301
H  4.48  3.41  1.71  0.759
H  -1.49  4.66  3.95  0.500
H  1.12  6.13  -2.63  0.598
H  6.86  0.30  6.18  0.337
H  -5.33  -4.05  -0.98  0.284
H  4.01  -1.98  0.92  0.397
H  -4.08  -3.93  -3.43  0.120
H  1.17  2.88  -4.69  0.182
H  -6.89  -3.76  -0.25  0.254
H  -5.31  -10.60  -4.60  0.296
H  5.46  0.06  5.14  0.050
H  1.38  4.38  1.85  0.913
H  -5.09  -6.92  -6.67  0.349
H  9.80  4.38  1.11  0.364
H  0.57  3.98  0.33  -0.900
H  4.89  0.56  0.67  0.076
H  -0.84  2.11  -0.06  -1.253
H  2.65  -0.60  0.21  -0.180
H  5.43  1.42  2.10  -0.259
H  -0.04  0.99  4.96  0.120
H  1.14  5.31  -1.07  0.115
H  0.25  4.96  3.89  0.357

LUMO energy in eV: -3.3
M in g/mol: 1446.02
Multiplicity: 1
Frontier orbital gap in eV: 7.09
E_HOMO in eV: -10.37
Total charge: +1

***

Values for relative energy (zero: lowest compared OMol25 entry of this formula, charge and spin), kJ/mol, ordered as above
18.56; 137.38; 355.28; 207.64; 195.86; 94.78